{
  "formula": "C29H32F3N5O3",
  "method": "ωB97M-V with the def2-TZVPD basis set",
  "elements": ["C", "N", "C", "C", "N", "C", "C", "C", "C", "C", "C", "C", "C", "C", "C", "N", "C", "C", "O", "C", "C", "C", "C", "C", "N", "C", "O", "C", "C", "N", "C", "O", "C", "C", "C", "F", "F", "F", "C", "C", "H", "H", "H", "H", "H", "H", "H", "H", "H", "H", "H", "H", "H", "H", "H", "H", "H", "H", "H", "H", "H", "H", "H", "H", "H", "H", "H", "H", "H", "H", "H", "H"],
  "xyz": [[-3.8233, -2.2044, -5.8273], [-2.6209, -2.1165, -5.0297], [-1.8134, -0.9669, -5.3928], [-0.5094, -0.9786, -4.5874], [-0.7021, -1.0664, -3.1553], [-0.7990, 0.1046, -2.3905], [-1.1964, 1.3409, -2.8905], [-1.2689, 2.4552, -2.0761], [-0.9431, 2.3740, -0.7267], [-1.0559, 3.5340, 0.1671], [-2.1249, 4.4214, 0.0655], [-2.2337, 5.4847, 0.9422], [-1.2930, 5.6678, 1.9414], [-0.2211, 4.7916, 2.0646], [0.7795, 4.9354, 3.1887], [0.5241, 4.1701, 4.3954], [-0.6133, 4.5599, 5.2049], [-1.9094, 3.8229, 4.8373], [-1.7238, 2.4243, 4.8774], [-0.7102, 2.0372, 3.9703], [0.6195, 2.7244, 4.3108], [-0.1036, 3.7466, 1.1600], [-0.4912, 1.1562, -0.2245], [-0.3950, 0.0445, -1.0404], [0.1637, -1.1656, -0.5980], [0.5102, -1.5210, 0.6578], [0.2495, -0.9006, 1.6698], [1.1901, -2.8602, 0.7641], [0.7785, -3.6574, 1.7969], [1.2964, -4.8753, 2.0100], [2.3088, -5.4549, 1.2402], [2.6989, -6.5727, 1.4907], [2.7964, -4.5847, 0.1917], [2.2667, -3.3536, -0.0334], [2.8814, -2.5120, -1.1274], [4.1262, -2.8940, -1.4283], [2.1793, -2.6017, -2.2802], [2.9480, -1.2104, -0.8248], [-1.5946, -2.1648, -2.8245], [-2.9073, -2.0782, -3.6090], [-4.3690, -3.1049, -5.5496], [-3.5470, -2.2740, -6.8784], [-4.4878, -1.3355, -5.6952], [-1.5749, -1.0308, -6.4572], [-2.3676, -0.0260, -5.2207], [0.0880, -0.0947, -4.8136], [0.0602, -1.8679, -4.8794], [-1.4615, 1.4398, -3.9314], [-1.5774, 3.4000, -2.4984], [-2.8815, 4.2649, -0.6891], [-3.0641, 6.1706, 0.8546], [-1.3924, 6.4954, 2.6297], [0.8381, 5.9856, 3.4921], [1.7684, 4.6306, 2.8312], [-0.7611, 5.6380, 5.1303], [-0.3654, 4.3114, 6.2445], [-2.6939, 4.0466, 5.5631], [-2.2487, 4.1227, 3.8339], [-0.6130, 0.9539, 4.0558], [-1.0239, 2.2879, 2.9473], [1.3799, 2.4501, 3.5795], [0.9415, 2.3702, 5.2980], [0.7488, 3.0855, 1.2222], [-0.2131, 1.0652, 0.8118], [0.3798, -1.7812, -1.3714], [0.0086, -3.3088, 2.4699], [0.9599, -5.4437, 2.7797], [3.6229, -4.9601, -0.3914], [-1.8183, -2.1603, -1.7567], [-1.0926, -3.1016, -3.0911], [-3.5371, -2.9338, -3.3552], [-3.4434, -1.1530, -3.3227]],
  "nbo_charge": [-0.405, -0.439, -0.239, -0.220, -0.466, 0.119, -0.246, -0.213, 0.033, -0.074, -0.162, -0.217, -0.219, -0.030, -0.228, -0.441, -0.246, -0.092, -0.530, -0.094, -0.248, -0.209, -0.261, 0.196, -0.628, 0.682, -0.614, -0.245, 0.130, -0.544, 0.604, -0.595, -0.269, -0.066, 0.967, -0.312, -0.327, -0.311, -0.225, -0.240, 0.202, 0.202, 0.164, 0.207, 0.159, 0.215, 0.205, 0.214, 0.213, 0.206, 0.213, 0.209, 0.201, 0.202, 0.198, 0.195, 0.189, 0.169, 0.200, 0.169, 0.202, 0.196, 0.213, 0.249, 0.428, 0.238, 0.428, 0.250, 0.214, 0.201, 0.206, 0.167],
  "smiles": "CN1CCN(c2ccc(-c3cccc(CN4CCOCC4)c3)cc2NC(=O)c2c[nH]c(=O)cc2C(F)(F)F)CC1",
  "orbital_gap_ev": 7.622,
  "e_homo_ev": -7.791
}



{
  "formula": "C3H9NO",
  "method": "ωB97M-V with the def2-TZVPD basis set",
  "elements": ["C", "C", "O", "H", "H", "H", "H", "C", "N", "H", "H", "H", "H", "H"],
  "xyz": [[-2.2291, -1.3833, -1.3050], [-1.9413, -0.1010, -1.1613], [-2.8846, 0.8597, -1.2899], [-1.4819, -2.1370, -1.1423], [-3.2449, -1.6511, -1.5553], [-0.9183, 0.2235, -1.0016], [-2.5064, 1.7316, -1.1616], [2.2535, 0.8485, 0.9271], [1.8961, -0.4575, 1.4717], [3.3155, 0.9719, 0.7557], [1.6878, 1.0343, 0.0112], [1.8926, 1.6210, 1.6119], [1.5519, -0.3943, 2.4163], [2.6092, -1.1663, 1.4231]],
  "nbo_charge": [-0.516, 0.138, -0.683, 0.212, 0.203, 0.165, 0.480, -0.409, -0.855, 0.185, 0.174, 0.187, 0.359, 0.361],
  "smiles": "C=CO.CN",
  "orbital_gap_ev": 9.633,
  "e_homo_ev": -8.838
}



{
  "formula": "C36H74BF4N4O3",
  "method": "ωB97M-V with the def2-TZVPD basis set",
  "elements": ["C", "C", "C", "C", "N", "C", "C", "C", "C", "C", "H", "H", "H", "H", "H", "H", "H", "H", "H", "H", "H", "H", "H", "H", "H", "H", "H", "H", "H", "H", "C", "C", "C", "C", "C", "C", "N", "O", "C", "C", "C", "H", "H", "H", "H", "H", "H", "H", "H", "H", "H", "H", "H", "H", "H", "H", "H", "H", "H", "C", "C", "C", "C", "C", "C", "N", "O", "C", "C", "C", "H", "H", "H", "H", "H", "H", "H", "H", "H", "H", "H", "H", "H", "H", "H", "H", "H", "H", "C", "C", "C", "C", "C", "C", "N", "O", "C", "C", "C", "H", "H", "H", "H", "H", "H", "H", "H", "H", "H", "H", "H", "H", "H", "H", "H", "H", "H", "B", "F", "F", "F", "F"],
  "xyz": [[1.9472, -0.6540, -3.2859], [2.6690, -1.9496, -3.0802], [3.0256, -2.3402, -1.6627], [3.9536, -1.1858, -0.9930], [4.5176, -1.5538, 0.4047], [5.6987, -2.5533, 0.3396], [6.8861, -1.7417, 0.9216], [6.5568, -0.2843, 0.5809], [5.0481, -0.2275, 1.0625], [3.4307, -2.1802, 1.3179], [2.5475, 0.1458, -2.8523], [0.9561, -0.6551, -2.8323], [1.8923, -0.3088, -4.3184], [3.4370, -2.0536, -3.8467], [1.9587, -2.7361, -3.3352], [3.5611, -3.2800, -1.5284], [2.1575, -2.3445, -1.0036], [3.5022, -0.1954, -0.9337], [4.8076, -1.0726, -1.6608], [5.4971, -3.4609, 0.9087], [5.8194, -2.7767, -0.7204], [7.0493, -2.0002, 1.9678], [7.7901, -2.1102, 0.4367], [7.2206, 0.4484, 1.0397], [6.6821, -0.1256, -0.4902], [5.0651, -0.4184, 2.1355], [4.4640, 0.6692, 0.8556], [2.6112, -1.4616, 1.3064], [3.8679, -2.5021, 2.2631], [3.1171, -3.0912, 0.8080], [-4.0226, -5.3907, -2.8839], [-3.0449, -4.1940, -2.8247], [-3.6908, -3.0307, -3.4906], [-2.7913, -1.8069, -3.5000], [-1.9295, -1.5945, -2.2593], [-2.4732, -2.3516, -0.9970], [-2.7992, -3.7936, -1.3625], [-2.8919, -4.7997, -0.3695], [-3.7812, -1.7181, -0.4574], [-1.3341, -2.3906, 0.0271], [-1.7428, -4.6130, -3.5209], [-4.9296, -5.1286, -2.3392], [-3.6022, -6.3181, -2.4951], [-4.1715, -5.5071, -3.9574], [-4.6199, -2.7499, -2.9947], [-3.9205, -3.1324, -4.5513], [-3.4819, -1.0033, -3.7555], [-2.1432, -1.8904, -4.3724], [-2.0061, -0.5603, -1.9236], [-0.9574, -1.9998, -2.5400], [-4.5676, -1.6450, -1.2087], [-3.7417, -0.7862, 0.1066], [-4.1824, -2.4413, 0.2527], [-1.1441, -1.3488, 0.2855], [-0.4018, -2.8625, -0.2832], [-1.7105, -2.8414, 0.9453], [-1.9134, -5.0347, -4.5114], [-1.5452, -5.5536, -3.0067], [-0.8546, -4.0108, -3.3294], [-0.9360, -1.5308, 6.9999], [-2.3226, -1.6586, 6.2427], [-3.3867, -0.7048, 6.9677], [-3.4567, 0.8325, 6.6484], [-3.4960, 0.9100, 5.0863], [-2.2563, 0.3559, 4.3307], [-2.1739, -1.1565, 4.7030], [-1.3068, -1.9535, 3.9221], [-1.0166, 1.1669, 4.5466], [-2.6249, 0.4636, 2.8338], [-2.8114, -3.1435, 6.2414], [-0.1279, -2.1408, 6.5963], [-1.0974, -1.9716, 7.9836], [-0.6587, -0.4884, 7.1569], [-3.4883, -0.7370, 8.0525], [-4.3388, -1.0871, 6.5996], [-2.5307, 1.2650, 7.0272], [-4.3086, 1.4179, 6.9941], [-3.6904, 1.9460, 4.8089], [-4.3520, 0.2953, 4.8076], [-0.8001, 1.2769, 5.6093], [-1.0960, 2.1591, 4.1024], [-0.0538, 0.7544, 4.2452], [-1.8446, 0.2962, 2.0913], [-3.0232, 1.4577, 2.6306], [-3.3981, -0.2799, 2.6401], [-3.2858, -3.3736, 7.1954], [-2.0232, -3.8782, 6.0770], [-3.6044, -3.4395, 5.5545], [-0.7481, 5.7475, -4.7464], [0.6143, 5.9401, -3.9186], [0.2733, 6.6775, -2.5661], [-0.5320, 5.8350, -1.6401], [0.3711, 4.6435, -1.2679], [1.1142, 3.8354, -2.3324], [1.3136, 4.6413, -3.5665], [1.8238, 3.9619, -4.6941], [0.1293, 2.7215, -2.7462], [2.4725, 3.2402, -1.8302], [1.6675, 6.7789, -4.6552], [-1.0754, 6.5679, -5.3852], [-1.5134, 5.3020, -4.1108], [-0.5941, 4.8635, -5.3651], [-0.2371, 7.6008, -2.8400], [1.1396, 6.9674, -1.9714], [-1.5342, 5.4947, -1.9008], [-0.6900, 6.5332, -0.8181], [-0.1318, 3.9591, -0.5846], [1.1233, 5.0279, -0.5790], [0.4926, 1.9689, -3.4460], [-0.7461, 3.1278, -3.2529], [-0.2274, 2.1446, -1.8929], [2.9289, 2.5485, -2.5383], [2.1854, 2.5973, -0.9981], [3.1281, 4.0578, -1.5304], [1.3999, 7.8352, -4.6276], [1.9952, 6.4932, -5.6547], [2.6266, 6.8430, -4.1412], [0.6461, 0.7040, 0.8586], [1.6874, 1.4160, 1.4244], [1.1090, 0.0017, -0.1935], [0.3045, -0.2026, 1.7979], [-0.3485, 1.5693, 0.5307]],
  "mulliken_charge": [-0.161, -1.317, 0.378, -0.826, 0.583, -0.494, -0.761, -0.476, -0.552, -1.291, -0.110, -0.108, 0.686, 0.395, 0.348, 0.615, -0.374, -0.043, 0.471, 0.363, 0.349, 0.318, 0.396, 0.445, 0.266, 0.445, 0.181, 0.305, 0.473, 0.451, -1.660, 1.132, -1.307, -1.137, -0.434, 1.622, 0.820, -0.286, -1.517, -1.702, -1.497, 0.423, 0.394, 0.469, 0.402, 0.487, 0.324, 0.458, 0.821, -0.215, 0.333, 0.256, 0.511, 0.125, 0.339, 0.603, 0.413, 0.498, 0.257, -1.399, 1.184, -1.190, -0.692, -1.447, 1.972, 0.596, -0.158, -1.618, -2.123, -1.665, 0.403, 0.422, 0.339, 0.469, 0.455, 0.311, 0.468, 0.491, 0.472, 0.446, 0.418, 0.224, 0.197, 0.462, 0.597, 0.439, 0.397, 0.421, -1.497, 1.224, -1.220, -0.790, -1.035, 1.626, 0.757, -0.255, -1.322, -1.505, -1.714, 0.397, 0.311, 0.413, 0.536, 0.399, 0.345, 0.393, 0.070, 0.593, 0.373, 0.373, 0.084, 0.393, 0.300, 0.414, 0.426, 0.401, 0.440, -0.093, -0.357, 0.248, -0.063, -0.448],
  "total_charge": 3,
  "orbital_gap_ev": 7.181,
  "e_homo_ev": -17.381
}



{
  "formula": "C21H21AsF6NO2PtTe",
  "method": "ωB97M-V with the def2-TZVPD basis set",
  "elements": ["Pt", "F", "As", "F", "F", "F", "F", "F", "C", "C", "C", "C", "C", "C", "N", "H", "H", "H", "H", "H", "H", "H", "H", "C", "Te", "C", "C", "C", "C", "C", "C", "C", "H", "H", "H", "H", "H", "H", "H", "H", "O", "C", "O", "C", "C", "C", "C", "C", "C", "H", "H", "H", "H", "H"],
  "xyz": [[0.3168, 0.3636, -0.1116], [0.3358, -1.1083, 2.0179], [0.2947, 0.1676, 3.2761], [1.9851, 0.3578, 3.0612], [0.0563, 1.3297, 1.8573], [0.1864, 1.5070, 4.3097], [-1.4629, 0.0207, 3.2086], [0.4275, -0.9907, 4.4996], [2.0134, -2.5717, -0.4881], [2.7968, -1.3629, -0.1752], [4.1908, -1.2883, 0.1323], [4.4800, 0.0201, 0.3809], [3.2704, 0.7586, 0.2290], [3.0391, 2.1979, 0.4293], [2.2756, -0.1087, -0.1415], [2.4643, -3.1012, -1.3296], [0.9765, -2.3390, -0.7387], [2.0240, -3.2508, 0.3672], [4.8596, -2.1326, 0.1580], [5.4309, 0.4495, 0.6478], [3.9700, 2.7508, 0.3303], [2.6578, 2.3611, 1.4443], [2.3016, 2.5890, -0.2729], [-4.0931, 0.9651, 1.6335], [-2.4724, -0.0212, 0.6772], [-3.8299, -0.1702, -0.9621], [-5.1984, -0.0803, -0.3874], [-6.3211, -0.5741, -1.0373], [-7.5594, -0.3612, -0.4755], [-7.6965, 0.3193, 0.7830], [-6.5936, 0.7723, 1.4675], [-5.3337, 0.5671, 0.9172], [-3.8960, 2.0389, 1.5522], [-4.1115, 0.6818, 2.6880], [-3.6824, -1.0710, -1.5550], [-3.6260, 0.7055, -1.5899], [-6.2269, -1.0825, -1.9863], [-8.4544, -0.6971, -0.9817], [-8.6889, 0.4536, 1.1916], [-6.6985, 1.2561, 2.4282], [-0.2228, 2.1821, -0.9599], [-1.1641, 2.8354, -0.4014], [-2.2480, 2.2886, -0.0239], [-1.0086, 4.2862, -0.2149], [-1.4825, 4.8726, 0.9578], [-1.2835, 6.2272, 1.1675], [-0.6426, 6.9910, 0.2004], [-0.1842, 6.4053, -0.9741], [-0.3481, 5.0458, -1.1801], [-1.9798, 4.2684, 1.7044], [-1.6264, 6.6882, 2.0832], [-0.4984, 8.0500, 0.3624], [0.3061, 7.0092, -1.7246], [0.0183, 4.5769, -2.0827]],
  "nbo_charge": [1.228, -0.644, 2.842, -0.599, -0.652, -0.576, -0.636, -0.571, -0.678, 0.353, -0.221, -0.217, 0.370, -0.702, -0.630, 0.273, 0.215, 0.277, 0.259, 0.259, 0.265, 0.279, 0.252, -0.740, 1.205, -0.754, 0.115, -0.242, -0.019, -0.017, -0.280, 0.251, 0.320, 0.299, 0.283, 0.308, 0.262, 0.260, 0.261, 0.265, -0.734, 0.819, -0.714, -0.145, -0.171, -0.207, -0.153, -0.203, -0.172, 0.215, 0.235, 0.237, 0.237, 0.230],
  "s2": 8.786,
  "spin_multiplicity": 6,
  "total_charge": 2,
  "orbital_gap_ev": [7.257, 3.743],
  "e_homo_ev": [-14.179, -14.233]
}



no.,DFT total energy (a.u.)
1,-1923.41335
2,-249.64480
3,-2284.01241
4,-4239.72083